<P>
Below is a 2-piece molecular cluster, C5H16N2O overall, with properties calculated with ωB97M-V/def2-TZVPD.

ORCA input file:
```
! RIJCOSX wB97M-V def2-TZVPD def2/J DEFGRID3
* xyz 0 1
N 0.81 -2.01 2.10
C -0.51 -1.48 1.88
C -1.04 -1.82 0.49
N -0.24 -1.30 -0.60
C -0.72 -0.20 -1.41
C -0.33 1.17 -0.83
C -0.69 2.34 -1.75
H 1.33 -2.02 1.24
H 1.34 -1.49 2.79
H -0.65 -0.39 2.02
H -1.23 -1.94 2.56
H -2.02 -1.35 0.44
H -1.09 -2.91 0.42
H 0.42 -1.88 -1.07
H -0.22 -0.27 -2.38
H -1.79 -0.24 -1.56
H -0.78 1.30 0.15
H 0.76 1.12 -0.71
H 0.11 2.67 -2.40
H -1.54 2.10 -2.40
H -1.03 3.20 -1.16
H 3.24 2.52 0.47
H 2.50 1.29 1.00
O 3.37 1.59 0.70
*
```

**SMILES**: CCCNCCN.O
**HOMO-LUMO gap**: 0.3407 Ha
**LUMO energy**: 0.82 eV



<Q>
Below is a 2-piece molecular cluster, C5H16N2O overall, with properties calculated with ωB97M-V/def2-TZVPD.

ORCA input file:
```
! RIJCOSX wB97M-V def2-TZVPD def2/J DEFGRID3
* xyz 0 1
N -0.75 -2.96 0.52
C -0.89 -1.91 -0.46
C -1.35 -0.50 -0.02
N -1.01 0.43 -1.10
C -0.17 1.60 -0.81
C 0.94 1.43 0.27
C 0.48 2.12 1.56
H -0.08 -2.78 1.26
H -1.65 -3.15 0.96
H -1.56 -2.21 -1.28
H 0.05 -1.74 -0.97
H -0.76 -0.26 0.87
H -2.41 -0.43 0.22
H -1.86 0.75 -1.54
H 0.41 1.76 -1.70
H -0.74 2.52 -0.66
H 1.05 0.37 0.44
H 1.87 1.80 -0.09
H 1.25 2.61 2.17
H -0.12 3.00 1.33
H -0.11 1.54 2.27
H 2.73 -0.81 -1.61
H 2.39 -2.08 -0.82
O 2.29 -1.11 -0.81
*
```

**SMILES**: CCCNCCN.O
**HOMO-LUMO gap**: 0.3302 Ha
**LUMO energy**: 0.78 eV



Quick one: most stable of them? <P>



<P>
Below is a 2-piece molecular cluster, C5H16N2O overall, with properties calculated with ωB97M-V/def2-TZVPD.

ORCA input file:
```
! RIJCOSX wB97M-V def2-TZVPD def2/J DEFGRID3
* xyz 0 1
C -1.00 -2.24 -1.66
C 0.08 -1.33 -1.01
C 0.85 -0.46 -2.01
C 0.93 0.99 -1.52
C 1.73 1.15 -0.20
N 1.04 1.61 0.99
N -2.36 -1.87 -1.35
H -0.87 -2.30 -2.73
H -0.85 -3.27 -1.35
H 0.70 -1.89 -0.34
H -0.49 -0.66 -0.37
H 0.38 -0.48 -3.00
H 1.89 -0.75 -2.21
H 1.38 1.65 -2.27
H -0.01 1.50 -1.45
H 2.28 0.28 0.16
H 2.51 1.85 -0.46
H 0.60 2.51 0.94
H 0.44 0.91 1.40
H -2.58 -0.90 -1.22
H -2.93 -2.52 -0.83
H -1.04 1.30 6.81
H -1.76 2.65 6.74
O -0.92 2.25 6.95
*
```

**SMILES**: NCCCCCN.O
**HOMO-LUMO gap**: 0.3554 Ha
**LUMO energy**: 0.92 eV



<Q>
Below is C5H16N2O as an isolated structure, with properties calculated with ωB97M-V/def2-TZVPD.

ORCA input file:
```
! RIJCOSX wB97M-V def2-TZVPD def2/J DEFGRID3
* xyz 0 1
C -3.39 -1.34 0.08
C -2.43 -0.61 1.01
N -0.80 -0.38 0.13
C 0.09 0.37 0.99
C 1.46 0.61 0.21
N 2.24 -0.60 -0.12
C 3.62 -0.39 -0.65
H -3.12 -2.36 -0.45
H -4.29 -1.49 0.64
H -3.69 -0.56 -0.57
H -2.53 0.39 0.69
H -2.55 -0.75 2.15
H -1.33 -1.08 0.86
H -0.25 1.37 1.35
H 0.37 -0.13 1.98
H 2.17 1.47 0.63
H 1.14 0.98 -0.77
H 2.34 -1.20 0.78
H 4.28 0.32 -0.03
H 3.51 0.10 -1.66
H 4.14 -1.37 -0.74
H -0.84 1.05 -1.27
H -1.34 2.48 -1.29
O -0.54 1.98 -1.54
*
```

**HOMO-LUMO gap**: 0.3340 Ha
**LUMO energy**: 0.76 eV



Quick one: most stable of them? <P>